DFT (the ωB97M-V functional and the def2-TZVPD basis) results for the molecule C10H20N2O4 in a non-equilibrium geometry.

Last column: natural (NBO) charge in e.
Element x y z (Å)
C: -0.03239 -3.00887 -0.26421  -0.614
C: -1.23626 -2.63948 -1.02771  -0.414
C: -1.18604 -1.37329 -1.94773  -0.212
C: -0.29168 -1.31310 -3.19839  -0.616
C: -1.03821 -0.11849 -1.16089  -0.166
N: 0.06157 0.00000 -0.34552  -0.617
C: 0.84292 1.05126 -0.29040  0.683
O: 0.60724 2.03445 -0.98765  -0.639
C: 1.97836 0.94787 0.67257  -0.154
N: 2.60524 2.12619 0.36465  -0.848
C: 1.46323 0.91765 2.16526  0.095
C: 1.13724 -0.50848 2.54730  -0.663
O: 2.40161 1.49545 3.06807  -0.719
C: -2.36417 0.26876 -0.33429  0.801
O: -3.42866 0.61841 -0.85969  -0.572
O: -2.13528 0.09114 1.06145  -0.737
H: -0.05570 -4.03786 0.13763  0.219
H: 0.18699 -2.52014 0.64842  0.193
H: 0.81426 -2.92467 -0.78855  0.208
H: -1.58416 -3.49518 -1.63179  0.217
H: -2.10181 -2.48889 -0.41488  0.212
H: -2.10905 -1.22512 -2.52634  0.234
H: -0.62821 -0.67790 -4.04038  0.224
H: -0.24776 -2.26366 -3.71797  0.214
H: 0.72519 -1.10011 -2.89711  0.202
H: -0.91918 0.75147 -1.81759  0.277
H: 0.19253 -0.64793 0.39947  0.415
H: 2.42902 -0.03728 0.67763  0.177
H: 2.49602 2.41208 -0.59200  0.403
H: 3.47769 2.42415 0.67931  0.370
H: 0.57012 1.54528 2.20681  0.168
H: 1.65119 -1.43382 1.96216  0.201
H: 1.28330 -0.65899 3.66219  0.252
H: 0.08805 -0.70599 2.34955  0.222
H: 2.72958 2.30541 2.75715  0.476
H: -2.86305 0.63730 1.58598  0.508

Cartesian forces, eV/Å:
-1.479 -1.944 2.428
-1.460 0.381 -2.126
-0.848 -0.292 -1.507
0.991 -0.926 -0.030
-2.844 2.355 0.124
1.080 -2.247 1.419
-1.180 0.980 -1.017
0.325 -0.256 -0.008
-0.933 -0.145 1.724
1.558 2.108 -0.538
0.064 0.797 -0.714
0.475 -2.288 0.805
-0.448 -2.687 0.684
-1.382 -0.233 -0.626
3.136 -0.906 2.080
-2.616 2.300 -0.628
-0.280 0.061 -0.644
-0.312 1.183 0.950
3.291 0.194 -2.371
0.479 0.243 -0.107
-0.433 0.229 0.840
-0.721 -0.523 1.157
0.022 0.407 1.059
-0.007 -0.628 0.269
0.466 0.359 -0.322
-0.450 -0.224 -0.295
-0.002 -0.547 0.075
1.053 -0.185 -1.152
-0.271 0.172 -0.024
1.591 -0.311 0.947
-0.293 -0.139 0.067
-0.446 2.474 1.343
-0.057 0.077 -1.360
-0.342 0.140 0.211
0.366 1.798 -0.980
1.908 -1.781 -1.734

Calculated values
Structure (SMILES): CC[C@H](C)[C@H](NC(=O)[C@@H](N)[C@@H](C)O)C(=O)O
Gap between HOMO and LUMO: 9.5 eV
Relative energy (zero: lowest compared OMol25 entry of this formula, charge and spin): 76.3 kcal per mole
Max |F|: 0.07896 Eh/bohr

DFT (the ωB97M-V functional and the def2-TZVPD basis) results for the molecule C5H8O.

Last column: natural (NBO) charge in e.
Element x y z (Å)
O: 1.91549 0.30144 0.04696  -0.716
C: 0.84829 -0.52648 0.46542  0.092
C: -0.11979 0.29687 1.32242  -0.398
C: -1.10155 0.35583 0.14156  -0.212
C: -0.55130 0.55008 -1.25574  -0.421
C: -0.28283 -0.73274 -0.55568  -0.267
H: 2.19196 0.02872 -0.83590  0.468
H: 1.22396 -1.45155 0.91755  0.168
H: 0.29267 1.17812 1.82272  0.207
H: -0.57182 -0.36196 2.07465  0.205
H: -2.17416 0.37767 0.30866  0.212
H: 0.25576 1.23676 -1.49694  0.219
H: -1.28915 0.44390 -2.05221  0.222
H: -0.63754 -1.69664 -0.90344  0.219

Cartesian forces, eV/Å:
0.228 -0.161 -0.256
-0.124 -0.224 0.183
0.030 0.096 0.092
-0.316 -0.165 0.039
-0.014 0.205 0.018
0.044 -0.296 -0.104
0.057 -0.039 0.104
-0.047 0.140 -0.016
-0.146 0.076 -0.270
0.110 0.206 -0.068
0.132 -0.115 -0.179
-0.118 -0.051 0.196
0.025 0.205 0.335
0.139 0.122 -0.075

Calculated values
Structure (SMILES): O[C@H]1C[C@H]2C[C@H]21
Gap between HOMO and LUMO: 10.6 eV
Relative energy (zero: lowest compared OMol25 entry of this formula, charge and spin): 49.9 kcal per mole
Max |F|: 0.00766 Eh/bohr

DFT (the ωB97M-V functional and the def2-TZVPD basis) results for the ion C5H8N with charge +1 in a non-equilibrium geometry.

Last column: natural (NBO) charge in e.
Element x y z (Å)
C: 0.35510 -1.55218 -0.86787  -0.668
C: -0.34433 -0.77440 0.20649  -0.008
C: 0.45899 0.29590 0.86019  0.145
C: -0.78217 1.07859 1.25342  -0.200
N: -0.65591 0.58804 -0.13092  -0.116
C: 0.69151 1.14376 -0.35263  -0.209
H: 1.37408 -1.94246 -0.51569  0.267
H: 0.51615 -0.91645 -1.78117  0.241
H: -0.18432 -2.45239 -1.17674  0.270
H: -1.07988 -1.12975 0.81469  0.246
H: -1.62603 0.58092 1.77976  0.255
H: -0.78343 2.11311 1.34830  0.248
H: 0.81615 2.22039 -0.23661  0.266
H: 1.24408 0.74691 -1.20122  0.263

Cartesian forces, eV/Å:
1.273 -1.095 -0.711
3.238 -0.828 -1.968
-0.603 1.290 1.106
-1.035 -1.848 0.791
-1.448 2.223 -1.042
1.485 0.027 -0.546
-1.442 0.754 -0.381
-0.218 -0.883 0.891
-0.159 0.342 0.076
-1.812 -1.622 1.354
0.975 0.245 -0.197
0.359 1.695 0.141
-0.402 -0.279 0.152
-0.211 -0.022 0.332

Calculated values
Structure (SMILES): C[C@H]1[C@]23C[N@@+]12C3
Gap between HOMO and LUMO: 13.0 eV
Total charge: +1
Relative energy (zero: lowest compared OMol25 entry of this formula, charge and spin): 97.1 kcal per mole
Max |F|: 0.07543 Eh/bohr